1.
{
  "formula": "C4H8FN2",
  "method": "ωB97M-V/def2-TZVPD",
  "species": ["C", "C", "C", "C", "N", "N", "F", "H", "H", "H", "H", "H", "H", "H", "H"],
  "coordinates": [[-1.22651, 0.86489, -1.88092], [0.30614, -0.69106, -1.02599], [-0.78114, 0.87457, 0.78587], [-0.01531, -0.31729, 0.58494], [-0.43679, 0.01951, -1.92472], [1.25378, -0.28167, 1.33985], [-1.98887, 0.93319, 1.22375], [-1.93241, 1.26343, -2.59522], [1.33449, -0.56777, -1.15256], [-0.09828, -1.75418, -1.20097], [-0.51445, 1.72267, 0.22992], [-0.57324, -1.24928, 0.98562], [2.00320, -0.32696, 0.62347], [1.49261, -1.05057, 1.96692], [1.17680, 0.56052, 2.04003]],
  "homo_lumo_gap_ev": [6.7, 8.5],
  "homo_energy_ev": [-11.24, -12.33],
  "total_charge": 1,
  "multiplicity": 1,
  "e_lumo_ha": [-0.1658, -0.1409],
  "e_above_lowest_kj_mol": 576.1,
  "e_tot_ev": -9962.854
}

2.
{
  "formula": "C4H8FNS",
  "method": "ωB97M-V/def2-TZVPD",
  "species": ["C", "C", "C", "C", "H", "H", "H", "H", "H", "H", "H", "H", "N", "F", "S"],
  "coordinates": [[2.67603, 1.06374, 0.21773], [-0.72152, -0.80526, -0.09362], [-1.82813, 0.05547, -0.48811], [-1.76901, 1.45444, -0.01784], [3.93800, 1.11922, 0.13374], [2.29131, 1.38735, 1.33507], [2.00115, 2.05448, -0.58978], [-0.97935, -1.79657, 0.81327], [-2.31024, -0.10576, -1.47375], [-2.69684, 2.01172, -0.50013], [-0.62325, 2.11858, 0.01248], [-1.88036, 1.34675, 1.27002], [0.48179, -0.28175, -0.44963], [-2.76336, -0.58962, 0.48444], [1.97582, -0.71670, 0.00485]],
  "homo_lumo_gap_ev": 8.8,
  "homo_energy_ev": -8.39,
  "multiplicity": 1,
  "e_lumo_ha": 0.0146,
  "e_above_lowest_kj_mol": 540.5,
  "e_tot_ev": -19314.187
}

3.
{
  "formula": "C4H8FP",
  "method": "ωB97M-V/def2-TZVPD",
  "species": ["C", "C", "C", "C", "F", "P", "H", "H", "H", "H", "H", "H", "H", "H"],
  "coordinates": [[2.29263, -0.82204, -0.31548], [1.06075, 0.08724, -0.38779], [-2.51690, 0.53468, 0.75485], [-2.55272, 0.45224, -0.56732], [-2.78746, -0.75101, -1.02154], [2.47450, 0.81071, 0.50964], [2.35350, -1.56836, 0.37005], [2.81258, -0.98743, -1.24707], [0.64011, 0.27380, -1.60846], [-1.80819, 1.33688, 1.29174], [0.36887, -0.46770, 0.32081], [-2.92952, -0.06533, 1.42710], [-2.03657, 1.12429, -1.25264], [2.62842, 0.04204, 1.72611]],
  "homo_lumo_gap_ev": 10.2,
  "homo_energy_ev": -9.35,
  "multiplicity": 1,
  "e_lumo_ha": 0.0325,
  "e_above_lowest_kj_mol": 308.9,
  "e_tot_ev": -16279.392
}

4.
{
  "formula": "C4H8I2N3O",
  "method": "ωB97M-V/def2-TZVPD",
  "species": ["C", "C", "C", "C", "N", "N", "N", "O", "I", "I", "H", "H", "H", "H", "H", "H", "H", "H"],
  "coordinates": [[0.05595, 0.50662, -0.09996], [1.80091, -0.94432, -1.03056], [-2.71199, 1.78840, 1.31001], [-2.12726, 0.40763, 1.45558], [2.01537, -2.10195, -1.59251], [0.47637, -0.69379, -0.59454], [2.68266, 0.00657, -0.81639], [0.72651, 1.48589, 0.07492], [-0.80300, -0.28403, 2.93744], [-3.18574, -1.08836, 0.43359], [-2.98041, 1.92660, 0.15908], [-3.57832, 1.96737, 1.94779], [-2.07669, 2.61932, 1.68784], [1.18413, -2.61555, -1.92608], [2.78394, -2.35146, -2.26622], [-0.31140, -1.34842, -0.46755], [3.73748, -0.10225, -0.88865], [2.31150, 0.82174, -0.32379]],
  "homo_lumo_gap_ev": [6.7, 8.5],
  "homo_energy_ev": [-11.00, -12.32],
  "total_charge": 1,
  "multiplicity": 1,
  "e_lumo_ha": [-0.1590, -0.1390],
  "e_above_lowest_kj_mol": 162.1,
  "e_tot_ev": -26987.471
}

5.
{
  "formula": "C4H8I2O",
  "method": "ωB97M-V/def2-TZVPD",
  "species": ["C", "C", "C", "C", "O", "I", "I", "H", "H", "H", "H", "H", "H", "H", "H"],
  "coordinates": [[1.37625, 2.32781, 1.39255], [-1.69218, -1.39307, -2.53159], [1.02818, 0.90421, 1.31005], [-1.00025, -0.54176, -1.37052], [-0.06467, 0.52378, 0.94964], [-1.37791, 1.56871, -1.76993], [1.07450, -1.05991, -1.43696], [1.01484, 2.90105, 2.30190], [2.49546, 2.36052, 1.48085], [0.83874, 2.87151, 0.61085], [-1.35240, -2.39844, -2.23089], [-2.85588, -1.29220, -2.31069], [-1.39883, -1.21852, -3.66904], [1.92016, 0.16223, 1.52352], [-1.33838, -0.63919, -0.38258]],
  "homo_lumo_gap_ev": 9.2,
  "homo_energy_ev": -9.03,
  "multiplicity": 1,
  "e_lumo_ha": 0.0056,
  "e_above_lowest_kj_mol": 149.1,
  "e_tot_ev": -22524.830
}

6.
{
  "formula": "C4H8IN2",
  "method": "ωB97M-V/def2-TZVPD",
  "species": ["C", "C", "C", "C", "N", "N", "I", "H", "H", "H", "H", "H", "H", "H", "H"],
  "coordinates": [[-0.05838, -1.12255, 0.85385], [0.34524, 1.97894, 0.06319], [1.16100, -0.86875, 1.14275], [-0.57887, -1.34707, -0.54896], [0.75462, 2.93117, 0.57091], [-1.06139, -0.13733, -1.11617], [2.65162, -0.49189, -0.28713], [-0.80171, -0.90961, 1.61736], [1.32705, -0.67441, 2.21622], [-1.34040, -2.10698, -0.33998], [0.15427, -1.67818, -1.24059], [1.02907, 3.69650, 1.02854], [-1.00888, -0.15158, -2.22069], [-0.52235, 0.79776, -1.00460], [-2.05089, 0.08398, -0.73468]],
  "homo_lumo_gap_ev": 9.4,
  "homo_energy_ev": -12.92,
  "total_charge": 1,
  "multiplicity": 1,
  "e_lumo_ha": -0.1277,
  "e_above_lowest_kj_mol": 284.6,
  "e_tot_ev": -15349.157
}

What did the second record say?
{
  "formula": "C4H8FNS",
  "method": "ωB97M-V/def2-TZVPD",
  "species": ["C", "C", "C", "C", "H", "H", "H", "H", "H", "H", "H", "H", "N", "F", "S"],
  "coordinates": [[2.67603, 1.06374, 0.21773], [-0.72152, -0.80526, -0.09362], [-1.82813, 0.05547, -0.48811], [-1.76901, 1.45444, -0.01784], [3.93800, 1.11922, 0.13374], [2.29131, 1.38735, 1.33507], [2.00115, 2.05448, -0.58978], [-0.97935, -1.79657, 0.81327], [-2.31024, -0.10576, -1.47375], [-2.69684, 2.01172, -0.50013], [-0.62325, 2.11858, 0.01248], [-1.88036, 1.34675, 1.27002], [0.48179, -0.28175, -0.44963], [-2.76336, -0.58962, 0.48444], [1.97582, -0.71670, 0.00485]],
  "homo_lumo_gap_ev": 8.8,
  "homo_energy_ev": -8.39,
  "multiplicity": 1,
  "e_lumo_ha": 0.0146,
  "e_above_lowest_kj_mol": 540.5,
  "e_tot_ev": -19314.187
}